DFT (ωB97M-V/def2-TZVPD) results for 4 unconnected molecules or ions with the total composition CH10NO4 in a non-equilibrium geometry.

```
16
Properties=species:S:1:pos:R:3:forces:R:3
N 1.562964 2.888971 -1.117903 1.16 -0.10 -0.18
C 0.705128 2.395214 0.056871 3.79 -1.77 -0.47
O 0.492682 1.057237 -0.143663 -0.92 1.07 0.92
H 1.343430 2.119102 -1.727122 -0.71 -0.15 -0.98
H 2.570129 2.574957 -0.996484 -1.38 0.77 0.72
H -0.142583 3.021707 0.143068 -1.30 0.80 -0.12
H 1.434406 2.694071 0.892765 -0.97 -0.50 0.11
H -2.216271 0.496720 -1.280743 -0.50 -0.38 -0.66
H -1.426456 1.044202 -0.243403 0.29 -0.29 0.87
O -2.364655 0.740023 -0.370477 0.62 0.43 -0.13
H -0.403644 -5.815452 -1.994899 0.60 -1.33 1.57
H -0.342250 -6.394602 -0.466284 0.42 0.07 -2.02
O -0.041122 -6.551691 -1.411399 -1.02 1.27 0.45
H -0.607955 -0.814303 2.662172 -0.53 1.88 0.61
H 0.155307 0.442387 2.928286 0.64 0.70 -0.38
O -0.719109 0.101460 3.069211 -0.18 -2.48 -0.32
```
Positions in Å, forces in eV/Å.

* relative energy (zero: lowest compared OMol25 entry of this formula, charge and spin): 45.45 kcal/mol
* net charge: -1
* calculated total energy: -399.7929 a.u.
* orbital gap: 6.0308 eV